# 1
Here is 4 unconnected molecules or ions with the total composition CH9NO5 at a distorted geometry from the OMol25 dataset. Energies are from the ωB97M-V functional and the def2-TZVPD basis.

Values from the calculation:
expectation value of S²: 0.759
frontier orbital gap (alpha / beta): 0.371 / 0.144 Ha
charge: +1
DFT total energy: -12900.399 eV
multiplicity: 2
HOMO level (alpha / beta): -14.34 / -14.33 eV

Atoms and positions in Å:
O (-1.2275, -1.7996, 0.9675)
O (3.4017, -0.0891, -1.4270)
O (-0.6684, 0.8260, 2.5996)
O (-2.1046, 0.9427, -0.9352)
O (1.6218, -0.6208, -0.1172)
N (1.4042, 0.9380, -1.6720)
C (2.2078, 0.0391, -1.1477)
H (-0.4605, -1.2600, 0.8537)
H (0.4036, 0.8681, -1.4648)
H (-1.8159, 0.2945, -0.1737)
H (-1.1315, 0.8800, 1.7069)
H (1.7949, 1.6316, -2.3064)
H (-1.3395, 1.1511, 3.2393)
H (-1.1811, -2.7984, 1.0378)
H (2.0877, -1.5480, -0.0384)
H (-2.9928, 0.5447, -1.1224)



# 2
Here is a gas-phase ion, C8H18NS2 (charge +1) at a distorted geometry from the OMol25 dataset. Energies are from the ωB97M-V functional and the def2-TZVPD basis.

Values from the calculation:
SMILES string: CC(S)(S)[NH2+]C1CCCCC1
frontier orbital gap: 0.359 Ha
charge: +1
DFT total energy: -31740.361 eV
HOMO level: -12.96 eV

Atoms and positions in Å:
S (-2.4035, -1.7462, 0.2011)
S (-3.9255, 0.6996, -0.7073)
N (-1.2534, 0.6725, -0.3363)
C (0.6491, -0.9020, -1.0539)
C (0.2095, 0.1130, 0.0527)
C (1.9943, -1.5530, -0.6905)
C (1.1496, 1.2431, 0.1279)
C (2.6037, 0.5763, 0.3182)
C (-2.4678, 0.0835, 0.2552)
C (2.9664, -0.4353, -0.6582)
C (-2.5810, 0.5882, 1.7517)
H (2.6274, 0.1962, 1.3306)
H (0.3147, -0.4236, 1.1157)
H (3.2982, 1.4813, 0.2452)
H (4.0449, -0.8552, -0.4941)
H (2.1239, -2.4830, -1.2787)
H (-1.0793, 1.6578, -0.1587)
H (-3.4650, 0.1057, -1.9090)
H (0.7874, 1.8507, 0.9467)
H (-3.0993, -1.7372, 1.3619)
H (-1.7229, 0.4571, 2.4508)
H (0.6349, -0.3283, -1.9447)
H (-3.6295, 0.1977, 2.0133)
H (3.1299, 0.0727, -1.6790)
H (-0.1992, -1.6585, -1.0237)
H (-1.3753, 0.6769, -1.3802)
H (-2.7016, 1.7080, 1.7226)
H (1.3299, 1.6917, -0.8435)
H (2.0398, -1.9500, 0.2641)



# 3
Here is C7H10 in the gas phase at a distorted geometry from the OMol25 dataset. Energies are from the ωB97M-V functional and the def2-TZVPD basis.

Values from the calculation:
SMILES string: C/C=C1/C[C@H]2C[C@@H]12
frontier orbital gap: 0.346 Ha
DFT total energy: -7418.158 eV
HOMO level: -8.25 eV

Atoms and positions in Å:
C (-0.0185, -0.9355, 0.5678)
C (0.8577, 1.3981, -0.0839)
C (-0.8437, -1.7648, -0.3673)
C (-1.5470, -0.9143, 0.6425)
C (-1.5763, 0.5538, 0.1854)
C (2.2631, 1.0016, -0.5072)
C (-0.0737, 0.5083, 0.1874)
H (-2.1813, -1.3275, 1.4167)
H (2.4326, 1.4358, -1.5055)
H (0.6192, 2.4678, -0.0652)
H (2.6679, 1.3874, 0.4320)
H (-0.8711, -1.5103, -1.4256)
H (-1.9913, 0.7090, -0.8221)
H (-2.0168, 1.2767, 0.8721)
H (2.4116, -0.0816, -0.6359)
H (0.6952, -1.3750, 1.2618)
H (-0.8277, -2.8294, -0.1530)



# 4
Here is C4H7N3 in the gas phase at a distorted geometry from the OMol25 dataset. Energies are from the ωB97M-V functional and the def2-TZVPD basis.

Values from the calculation:
SMILES string: [H]/N=C(\C#N)NCC
frontier orbital gap: 0.377 Ha
DFT total energy: -8731.190 eV
HOMO level: -9.54 eV

Atoms and positions in Å:
N (-1.9164, -0.8911, -1.6040)
N (1.3488, -1.9684, -1.3123)
N (-0.6949, 0.6971, -0.4431)
C (0.4639, 1.0841, 0.3506)
C (0.4278, -1.2727, -1.2141)
C (-0.8115, -0.4899, -1.1069)
C (0.6784, 0.2361, 1.6033)
H (0.7078, -0.8255, 1.3470)
H (-1.8056, -1.7779, -2.0876)
H (1.6327, 0.4866, 2.0744)
H (-1.5825, 1.1434, -0.2634)
H (0.3213, 2.1366, 0.6166)
H (1.3504, 1.0472, -0.2938)
H (-0.1202, 0.3943, 2.3334)



# 5
Here is a molecular structure, C62H95N8O2RbS5Si2Te from the OMol25 dataset. Energies are from the ωB97M-V functional and the def2-TZVPD basis.

Values from the calculation:
frontier orbital gap: 0.163 Ha
charge: -2
DFT total energy: -159735.676 eV
HOMO level: -1.34 eV

Atoms and positions in Å:
Te (2.9490, 2.1438, 0.5723)
Rb (0.0379, 0.0348, -0.6413)
S (-2.1046, -7.0247, 3.6061)
S (4.9145, 1.2879, -1.1490)
S (2.6972, 0.0906, 3.3153)
S (1.0034, -4.6207, 2.4644)
S (2.7554, -1.1153, 0.3166)
Si (0.4510, 4.4494, 1.6824)
Si (4.3834, 4.8515, -1.5862)
O (-1.8016, -8.3192, 4.1666)
O (-3.3906, -6.8818, 2.9699)
N (-3.2271, 1.2905, 3.8959)
N (0.6723, -0.0994, -3.2482)
N (-2.2900, -1.2862, -0.5104)
N (-2.0145, -0.6730, 3.4749)
N (-1.2508, 1.2718, 2.5324)
N (-0.9073, -6.4924, 2.6480)
N (0.0787, -2.5647, -1.7184)
N (-1.7279, 1.1766, -2.0728)
C (2.1342, 2.1134, -5.8982)
C (-5.8569, -0.6576, 2.4674)
C (-3.0402, 1.5378, 5.3124)
C (3.5940, -5.3061, -2.3169)
C (3.3788, 2.8461, -5.3921)
C (-4.9042, -4.8280, 0.3673)
C (2.2299, -5.3504, -3.0111)
C (-3.7177, -2.6262, 0.7031)
C (-0.8891, -1.3442, 2.8575)
C (-0.5695, 4.7712, 3.2388)
C (-0.4407, -3.6221, -1.0683)
C (4.4981, 1.9060, 2.0348)
C (5.2075, 6.3888, -0.8608)
C (-3.1995, 2.9240, -1.8583)
C (1.8175, 3.2596, 2.1472)
C (1.0598, 6.1685, 1.1613)
C (-2.1157, 0.6595, 3.2658)
C (-1.3126, 2.1881, -2.8647)
C (3.5180, -2.0643, 1.6522)
C (-2.2424, 3.3118, -2.7487)
C (-1.0949, 5.5659, -2.9063)
C (5.2097, -0.4802, -0.8161)
C (1.7224, 1.0097, -4.9728)
C (3.9870, -1.3675, -0.9817)
C (-4.3972, 3.6994, -1.4032)
C (2.7103, -1.6559, -6.9332)
C (3.3120, -0.8349, -5.7884)
C (-2.6234, -5.5639, 6.0232)
C (-1.9172, -5.7801, 4.8569)
C (-4.2503, -3.8624, 1.3590)
C (0.2893, -4.8480, -1.4181)
C (-2.8557, 1.5625, -1.4496)
C (1.7617, -2.2709, -3.4595)
C (-5.6638, 3.3426, -2.1864)
C (2.2627, -0.2382, -4.9019)
C (1.2188, -4.4787, -2.3336)
C (-4.3230, -1.4145, 0.5709)
C (-3.3905, -0.5751, -0.1944)
C (-2.1468, 4.6146, -3.4841)
C (-5.7163, -1.0555, 0.9974)
C (1.5690, -0.9244, -3.8155)
C (3.5336, 4.1012, -0.0687)
C (-3.6152, 0.7548, -0.5766)
C (2.9595, -1.6771, 3.0151)
C (-0.4897, -3.8999, 5.2474)
C (-3.7503, 2.4410, 3.1891)
C (4.3713, 0.7516, 3.0298)
C (-0.6080, 3.7627, 0.3119)
C (-1.1986, -6.8664, -1.6256)
C (-0.2782, -5.4471, 3.1537)
C (2.9646, 5.4014, -2.6908)
C (-0.1848, 2.1400, -3.7067)
C (-0.0130, -6.2195, -0.9040)
C (-1.5624, -3.5932, -0.2309)
C (-0.8647, -4.9808, 4.4664)
C (-2.9010, -1.4541, 4.3026)
C (-2.4435, -2.5267, -0.0138)
C (0.6983, 1.0686, -3.9271)
C (1.0559, -3.0298, -2.5225)
C (-1.1915, -3.6568, 6.4208)
C (-2.2467, -4.4811, 6.8088)
C (5.6852, 4.0217, -2.6334)
H (3.9739, -1.4750, -5.1969)
H (-2.4475, -1.6995, 5.2713)
H (-4.2019, 4.7729, -1.4972)
H (0.8712, -6.8547, -1.0163)
H (-1.4340, -7.8433, -1.1973)
H (-1.5273, 4.3416, 0.1923)
H (0.3207, 6.9120, 1.4709)
H (4.5213, 2.8712, 2.5396)
H (-0.0949, 3.7873, -0.6544)
H (0.3334, -3.2745, 4.9259)
H (3.4744, -1.1363, -1.9160)
H (-0.0217, 3.0198, -4.3237)
H (-3.1336, -2.3921, 3.7933)
H (-5.5441, 3.6023, -3.2401)
H (-0.8060, 3.8481, 3.7712)
H (2.1038, -1.0193, -7.5802)
H (-1.3243, 5.8083, -1.8666)
H (-5.8496, 2.2691, -2.1333)
H (3.9961, -4.2915, -2.3384)
H (-4.2080, -5.0717, -0.4364)
H (5.9714, -0.7998, -1.5327)
H (4.0092, 4.5167, 0.8248)
H (5.3230, 3.1237, -3.1278)
H (5.6407, 7.0097, -1.6482)
H (-4.5713, 3.5132, -0.3379)
H (3.4943, -5.6016, -1.2709)
H (-4.7725, 2.6286, 3.5280)
H (-1.8141, -4.5322, 0.2529)
H (1.8676, -6.3821, -3.0307)
H (2.5187, -2.8055, -4.0275)
H (4.5984, -1.9101, 1.6121)
H (-6.5417, 3.8668, -1.7986)
H (0.0513, -0.9687, 3.2728)
H (-0.0060, 5.4126, 3.9220)
H (2.5380, 3.7581, 2.8046)
H (3.3147, 5.6961, -3.6817)
H (4.2458, -2.4294, -0.9976)
H (2.4356, 6.2490, -2.2475)
H (-0.9017, 2.7293, 0.4956)
H (5.9818, 4.7541, -3.3911)
H (-1.0440, 6.4998, -3.4730)
H (-5.7886, -4.3753, -0.0882)
H (3.9427, -0.0428, -6.2031)
H (-3.7688, 2.2347, 2.1187)
H (2.5526, 4.5776, -0.1210)
H (-2.0857, -6.2365, -1.5426)
H (6.5595, 3.7403, -2.0465)
H (6.0136, 6.1004, -0.1812)
H (1.3248, 2.4686, 2.7245)
H (-2.4256, 2.4333, 5.4959)
H (-4.0090, 1.6831, 5.7983)
H (-6.0834, -0.2420, 0.3648)
H (-0.1071, 5.1035, -2.9252)
H (-0.9193, -2.8127, 7.0430)
H (3.2136, 3.1977, -4.3746)
H (-5.1578, 0.1400, 2.7314)
H (-5.6397, -1.5076, 3.1164)
H (-1.9117, 4.4210, -4.5356)
H (2.2401, 4.5938, -2.8254)
H (-1.4921, 2.2562, 2.4925)
H (1.3162, 2.8296, -6.0111)
H (2.0585, -2.4359, -6.5381)
H (-0.9019, -1.1578, 1.7878)
H (-6.3742, -1.9090, 0.8029)
H (3.6319, 3.7060, -6.0193)
H (2.3476, -5.0444, -4.0554)
H (-2.5478, 0.6872, 5.7811)
H (-6.8731, -0.3181, 2.6879)
H (4.3166, -5.9702, -2.7997)
H (3.6019, -2.0818, 3.7992)
H (5.3938, 1.7975, 1.4262)
H (5.6441, -0.6061, 0.1813)
H (-3.1622, 3.3577, 3.3640)
H (2.0126, 6.4310, 1.6273)
H (-4.9776, -3.5902, 2.1306)
H (-2.7787, -4.2744, 7.7296)
H (-0.9597, -2.4178, 3.0172)
H (2.3288, 1.7121, -6.8988)
H (1.1785, 6.2599, 0.0798)
H (-1.5066, 5.2805, 2.9984)
H (-3.1214, 5.1126, -3.4769)
H (4.4955, 6.9987, -0.3000)
H (-3.8287, -0.9136, 4.4670)
H (4.7629, 1.0740, 3.9955)
H (-4.5315, 1.2028, -0.1987)
H (-3.4441, -6.2097, 6.3081)
H (1.9732, -2.1265, 3.1477)
H (4.2395, 2.1754, -5.3619)
H (3.3173, -3.1255, 1.4914)
H (-0.2176, -6.1771, 0.1676)
H (-0.9852, -6.9935, -2.6902)
H (3.4861, -2.1281, -7.5425)
H (-5.1942, -5.7560, 0.8623)
H (4.9816, -0.0852, 2.6948)
H (-3.4427, -4.3907, 1.8721)



# 6
Here is C4H6N2O2 in the gas phase at a distorted geometry from the OMol25 dataset. Energies are from the ωB97M-V functional and the def2-TZVPD basis.

Values from the calculation:
SMILES string: C=NO[C@@H]1CC=NO1
frontier orbital gap: 0.393 Ha
DFT total energy: -11315.638 eV
HOMO level: -9.74 eV

Atoms and positions in Å:
O (0.0887, 0.0475, -1.0412)
O (-1.6804, 0.9979, -0.0161)
N (1.5307, 0.3105, -0.8161)
N (-2.4472, -0.0751, 0.3181)
C (2.1358, 0.1159, -1.8987)
C (-0.4136, -0.3258, 1.3045)
C (-0.3958, 0.6928, 0.2066)
C (-1.8022, -0.8520, 1.0950)
H (-2.2513, -1.7413, 1.5942)
H (0.1728, 1.5898, 0.4977)
H (0.5071, -0.9781, 1.3022)
H (3.2472, 0.1231, -2.0576)
H (-0.4305, 0.0458, 2.4146)
H (1.7387, 0.0491, -2.9032)



# 7
Here is 2 unconnected molecules or ions with the total composition C8H19PS at a distorted geometry from the OMol25 dataset. Energies are from the ωB97M-V functional and the def2-TZVPD basis.

Values from the calculation:
expectation value of S²: 2.008
frontier orbital gap (alpha / beta): 0.295 / 0.294 Ha
DFT total energy: -28723.891 eV
multiplicity: 3
HOMO level (alpha / beta): -7.23 / -8.96 eV

Atoms and positions in Å:
S (0.7947, 2.3002, 2.5035)
P (1.0277, 0.3866, 1.5639)
C (-0.5956, -0.4644, 2.0923)
C (0.8039, 1.4715, -3.9256)
C (-2.1768, -2.3423, 2.3497)
C (-0.6881, -1.9843, 2.2542)
C (-0.2603, -2.8045, 1.0392)
C (1.5513, 2.6562, -1.7426)
C (0.0212, 0.7487, -1.5513)
C (1.0931, 1.3325, -2.2973)
H (-0.2189, 1.5271, -4.0587)
H (-2.9016, -1.9971, 1.5967)
H (-0.2174, -2.1046, 3.2074)
H (-1.2331, -0.1411, 1.2469)
H (2.0819, 2.7137, -0.7565)
H (-0.5624, -0.1695, -1.9461)
H (-0.8709, -2.3818, 0.2476)
H (-0.2939, -3.9162, 1.0783)
H (-2.2281, -3.4828, 2.3618)
H (-2.5518, -2.0213, 3.2608)
H (0.7395, 1.6991, 3.6822)
H (1.2538, 0.7862, -4.5707)
H (2.2058, 3.0937, -2.4940)
H (-0.5264, 1.3047, -0.7946)
H (0.7089, 3.2822, -1.5134)
H (0.7897, -2.6121, 0.8423)
H (1.9019, 0.6451, -2.5009)
H (-0.8617, 0.0044, 3.1165)
H (1.2135, 2.4702, -4.2914)



For reference, relative energy (zero: lowest compared OMol25 entry of this formula, charge and spin) by record: 27.9 34.3 66.3 11.3 41.5 124.6 49.3 kcal per mole.